DFT (ωB97M-V with the def2-TZVPD basis set) results for a cluster of 15 separate species, C45H90O23 in total at a distorted geometry.

Geometry as XYZ:
```
158
Properties=species:S:1:pos:R:3
C 5.3814 5.5295 -4.8052
O 5.0575 6.9234 -4.9786
C 6.0562 7.8185 -4.7614
O 7.2510 7.6091 -4.5261
O 5.4661 9.0446 -4.8504
C 6.1062 10.2133 -4.3416
H 5.5916 5.2899 -3.7629
H 6.2833 5.1281 -5.2674
H 4.5470 4.9452 -5.1933
H 5.6769 10.9659 -5.0031
H 5.7932 10.4082 -3.3159
H 7.1570 10.0764 -4.5967
C -4.2883 -7.1512 1.3505
O -3.6673 -8.0747 0.4763
C -2.7630 -7.6479 -0.4337
O -2.3343 -6.4888 -0.5156
O -2.4183 -8.7263 -1.2598
C -1.4338 -8.6474 -2.2966
H -4.7216 -6.3644 0.7330
H -3.4916 -6.7836 1.9972
H -5.1166 -7.4111 2.0097
H -0.4508 -8.8362 -1.8654
H -1.4219 -7.6947 -2.8262
H -1.5461 -9.4733 -2.9990
C 0.9343 -6.2038 10.3647
O 1.5607 -6.0891 9.0636
C 0.7107 -6.1312 7.9440
O -0.3675 -6.6348 7.8331
O 1.4620 -5.5779 6.9420
C 0.8464 -5.2004 5.6827
H 0.9233 -5.2568 10.9042
H 1.4765 -6.8991 11.0055
H -0.0617 -6.6461 10.3433
H 1.5259 -4.7778 4.9427
H 0.0493 -4.4782 5.8593
H 0.4658 -6.1131 5.2242
C 6.0930 -10.1163 2.0757
O 5.4052 -9.0563 1.3898
C 5.7454 -8.4744 0.2075
O 5.0603 -7.5846 -0.2681
O 6.9524 -8.9780 -0.2468
C 7.3573 -8.7005 -1.5573
H 5.4833 -10.5115 2.8883
H 6.9656 -9.6630 2.5460
H 6.4594 -10.9068 1.4208
H 7.0835 -7.7009 -1.8946
H 6.9374 -9.3577 -2.3188
H 8.4310 -8.8450 -1.6774
C -8.0916 -0.9137 -1.3988
C -7.8620 -0.4922 -2.8522
O -6.7189 -0.2709 -3.2713
C -9.0647 -0.5183 -3.7733
H -8.3545 -1.9707 -1.3571
H -8.8637 -0.3580 -0.8667
H -7.1723 -0.7457 -0.8378
H -8.8987 0.1592 -4.6109
H -9.9492 -0.3411 -3.1615
H -9.2405 -1.5354 -4.1236
C -1.5852 8.7842 7.5885
C -0.9207 7.4356 7.6564
O 0.0047 7.2176 8.3915
C -1.6980 6.3184 7.0239
H -2.2074 8.8511 6.6961
H -0.7622 9.4948 7.6656
H -2.2523 8.9684 8.4307
H -1.6026 6.4270 5.9436
H -2.7468 6.4061 7.3076
H -1.2886 5.3419 7.2825
C 2.4307 0.1977 8.1120
C 3.8446 0.4245 7.5981
O 4.7611 -0.3038 7.9736
C 4.0416 1.6044 6.7208
H 2.1566 0.9987 8.7984
H 2.4821 -0.7292 8.6832
H 1.7159 0.1306 7.2918
H 3.5746 1.3427 5.7713
H 5.1118 1.6486 6.5189
H 3.6190 2.5171 7.1407
C 7.2892 -1.8469 1.5136
C 7.5706 -1.5152 0.0922
O 6.6910 -0.8554 -0.5009
C 8.9037 -1.8511 -0.4291
H 6.2835 -1.4921 1.7386
H 7.9130 -1.3710 2.2702
H 7.3273 -2.9185 1.7095
H 8.9946 -1.7150 -1.5067
H 9.0312 -2.9167 -0.2387
H 9.6278 -1.2645 0.1363
C 3.8406 -3.9937 -5.5332
C 4.1707 -2.7737 -6.2863
O 3.2866 -1.9832 -6.5800
C 5.6264 -2.4018 -6.4019
H 2.7659 -4.0597 -5.3635
H 4.2820 -3.8292 -4.5503
H 4.2217 -4.8678 -6.0612
H 5.8512 -1.6649 -7.1730
H 6.3087 -3.2504 -6.4505
H 5.8363 -1.8358 -5.4943
C -3.5518 -4.1126 -6.7323
C -4.4563 -5.2686 -6.9594
O -4.4328 -5.9507 -7.9697
C -5.4800 -5.4571 -5.8265
H -2.5742 -4.3779 -7.1350
H -3.2908 -3.8825 -5.6993
H -3.9938 -3.1827 -7.0902
H -4.9769 -5.2312 -4.8863
H -5.9776 -6.4265 -5.8516
H -6.3391 -4.8138 -6.0172
C -5.3192 4.7577 -0.0448
C -6.7340 5.1756 -0.2612
O -7.4520 5.4329 0.6846
C -7.3501 5.0932 -1.6502
H -4.9926 4.8120 0.9937
H -4.6571 5.3725 -0.6546
H -5.1391 3.6987 -0.2298
H -7.1220 6.0204 -2.1758
H -8.4394 5.1277 -1.6300
H -7.1122 4.2034 -2.2331
C 0.7314 -0.0912 -0.7832
C 0.7033 0.7362 0.4654
O 0.3318 0.3793 1.5955
C 1.1960 2.1933 0.2699
H -0.2970 -0.0580 -1.1429
H 0.8977 -1.1192 -0.4614
H 1.4056 0.3053 -1.5423
H 2.1846 2.1512 -0.1873
H 1.4409 2.6652 1.2214
H 0.5587 2.7359 -0.4283
C 1.2990 9.4002 -0.6003
C 0.1421 10.0127 -1.4160
O -1.0284 9.6399 -1.3256
C 0.4543 11.2121 -2.3253
H 1.8446 8.5827 -1.0716
H 0.9333 8.9599 0.3274
H 2.0159 10.1676 -0.3083
H 0.9539 11.0324 -3.2772
H 0.9244 12.0360 -1.7883
H -0.5116 11.6350 -2.6013
C -1.6142 4.2267 -6.5170
C -2.0799 4.3860 -7.9311
O -1.6438 5.2205 -8.6857
C -3.0985 3.3868 -8.3744
H -0.7586 4.8895 -6.3871
H -1.2000 3.2386 -6.3164
H -2.4111 4.4459 -5.8065
H -3.9079 3.3390 -7.6460
H -2.5971 2.4217 -8.4466
H -3.5555 3.5920 -9.3425
C -5.6701 -0.7298 5.7341
C -7.1893 -0.6468 5.6394
O -7.8971 -1.6009 5.3502
C -7.8290 0.7586 5.7688
H -5.3116 0.1954 6.1855
H -5.2178 -0.8457 4.7492
H -5.3986 -1.5682 6.3755
H -7.0972 1.4436 5.3408
H -7.9763 0.9842 6.8250
H -8.8334 0.8633 5.3583
```

**Electronic energy**: -95211.428 eV
**Energy relative to the best compared isomer or geometry (same formula, charge and spin)**: 6.247 eV
**E_LUMO**: 0.0006 Ha
**HOMO-LUMO gap**: 9.587 eV